[1]
{
  "formula": "C7H7Cl2NO",
  "method": "ωB97M-V with the def2-TZVPD basis set",
  "symbols": ["C", "C", "C", "C", "C", "C", "C", "N", "O", "Cl", "Cl", "H", "H", "H", "H", "H", "H", "H"],
  "xyz": [[-1.780, 1.380, -0.329], [-2.458, 0.191, -0.207], [-0.379, 1.394, -0.299], [-1.694, -0.940, -0.082], [0.297, 0.228, -0.095], [-0.302, -1.006, -0.020], [2.144, 0.422, -0.004], [0.230, -2.219, 0.269], [2.360, 1.702, 0.197], [2.938, -0.708, 1.244], [2.782, 0.054, -1.611], [-2.358, 2.308, -0.623], [-3.477, 0.099, -0.288], [0.347, 2.323, -0.360], [-2.236, -1.815, -0.025], [-0.541, -2.893, 0.526], [1.063, -2.255, 0.901], [3.065, 1.734, 0.807]],
  "mulliken_charge": [-0.3824, -0.8272, -0.3382, -0.3991, 0.2545, 0.5761, 0.4229, -0.5107, -0.4103, -0.2381, -0.1697, 0.2627, 0.4714, 0.2327, 0.3175, 0.2289, 0.1866, 0.3220],
  "smiles": "Nc1ccccc1C(O)(Cl)Cl",
  "e_above_lowest_kcal_mol": 36.8,
  "e_homo_ev": -8.2
}


[2]
{
  "formula": "C7H7Cl3Si",
  "method": "ωB97M-V with the def2-TZVPD basis set",
  "symbols": ["C", "C", "C", "C", "C", "C", "C", "Si", "Cl", "Cl", "Cl", "H", "H", "H", "H", "H", "H", "H"],
  "xyz": [[-2.647, 0.443, 0.156], [-1.807, 1.144, -0.719], [-2.137, -0.636, 0.855], [-0.532, 0.658, -0.956], [-0.829, -1.009, 0.720], [-0.007, -0.404, -0.228], [1.416, -0.770, -0.614], [2.793, 0.391, 0.671], [1.706, -2.439, -0.297], [2.428, 2.377, 0.193], [4.651, -0.055, 0.131], [-3.780, 0.708, 0.238], [-1.994, 1.971, -1.410], [-2.749, -1.206, 1.534], [0.129, 1.136, -1.807], [-0.356, -1.816, 1.152], [1.479, -0.368, -1.668], [2.236, -0.126, 2.049]],
  "mulliken_charge": [-0.3416, -0.4994, -0.5086, -0.3283, -0.5156, 0.6000, -0.3258, 0.6787, -0.1891, -0.2236, -0.1907, 0.2395, 0.3295, 0.3790, 0.0867, 0.4748, 0.3726, -0.0380],
  "smiles": "Cl[C@@H](c1ccccc1)[SiH](Cl)Cl",
  "e_above_lowest_kcal_mol": 72.8,
  "e_homo_ev": -8.8
}


[3]
{
  "formula": "C7H7Cl5F6FeN5O6S3Si",
  "method": "ωB97M-V with the def2-TZVPD basis set",
  "symbols": ["Fe", "F", "C", "F", "F", "S", "O", "O", "N", "S", "O", "O", "C", "F", "F", "F", "C", "C", "N", "N", "C", "S", "N", "N", "H", "H", "H", "H", "H", "H", "Cl", "C", "Cl", "C", "O", "O", "H", "Cl", "Si", "Cl", "Cl"],
  "xyz": [[0.653, -0.870, -0.041], [-4.301, -0.422, 1.595], [-3.731, -1.294, 0.767], [-4.101, -2.523, 1.131], [-4.191, -1.062, -0.464], [-1.875, -1.188, 0.808], [-1.551, 0.169, 0.378], [-1.444, -2.180, -0.152], [-1.614, -1.463, 2.301], [-0.054, -1.586, 2.759], [0.671, -2.229, 1.642], [0.459, 0.097, 2.357], [-0.118, -2.006, 5.606], [-0.544, -3.086, 4.764], [1.174, -1.698, 5.079], [-0.902, -0.913, 5.098], [0.966, 3.453, -3.373], [1.910, 2.998, -2.327], [3.060, 3.512, -2.052], [3.563, 2.728, -1.049], [2.747, 1.717, -0.708], [2.985, 0.480, 0.368], [1.670, 1.902, -1.524], [0.531, 1.152, -1.392], [1.401, 4.293, -3.906], [0.021, 3.759, -2.922], [0.762, 2.643, -4.073], [4.452, 2.932, -0.633], [-0.225, 1.675, -0.965], [0.227, 0.629, -2.223], [-0.096, -3.617, -4.568], [-0.596, -3.308, -2.895], [-0.141, -4.648, -1.850], [0.042, -1.970, -2.442], [-0.525, -0.941, -2.837], [1.109, -2.036, -1.751], [-1.676, -3.215, -2.883], [1.150, 2.058, 4.430], [-0.085, 1.519, 2.928], [-1.992, 1.612, 3.523], [0.209, 2.930, 1.493]],
  "mulliken_charge": [0.8544, -0.1926, 0.4439, -0.2114, -0.2091, 0.9244, -0.6074, -0.5422, -0.2976, 1.1647, -0.7343, 0.0239, -0.7648, -0.1810, -0.1242, -0.0238, -1.2059, 1.0062, -0.8390, 0.2044, 0.1723, -0.3760, 0.3805, -0.5733, 0.3658, 0.2824, 0.2899, 0.1587, 0.2366, 0.3770, -0.2043, 0.2514, -0.1753, 0.7327, -0.8149, -0.8132, 0.2743, -0.2644, 0.4822, -0.1801, -0.2908],
  "charge": -1,
  "e_above_lowest_kcal_mol": 61.9,
  "e_homo_ev": [-3.8, -3.8]
}